Record 1
An isolated ion of composition C7H6FN4 and charge -1 in a non-equilibrium geometry. Source: OMol25; level of theory: wB97M-V/def2-TZVPD.

Cartesian coordinates (Å):
1 C -1.56 -0.10 -0.28
2 C 1.78 0.79 0.58
3 C 1.34 -0.20 1.52
4 C 1.54 0.79 -0.70
5 C 0.29 -1.00 1.15
6 C 0.76 -0.22 -1.42
7 C -0.25 -0.85 -0.42
8 N -3.26 1.21 -0.36
9 N -2.24 0.72 -1.13
10 N -2.05 -0.05 0.99
11 N -3.17 0.77 0.81
12 F -0.50 -2.22 -0.78
13 H 2.45 1.57 1.03
14 H 1.88 -0.51 2.39
15 H 2.01 1.58 -1.26
16 H -0.47 -1.52 1.79
17 H 0.22 0.34 -2.12
18 H 1.24 -1.09 -1.79

For the HOMO energy, the calculation gives -4.9177 eV. As for the total energy: -589.18460 Eh. For the energy above the lowest of the compared OMol25 structures with the same formula, charge and spin, the calculation gives 0.732 eV. The net charge is -1.

Record 2
C7H6InO6 as an isolated structure in a non-equilibrium geometry. Source: OMol25; level of theory: wB97M-V/def2-TZVPD.

Cartesian coordinates (Å):
1 O -4.59 -0.99 -3.98
2 C -3.72 -0.75 -3.28
3 In -0.60 0.33 -0.83
4 O -3.07 2.47 0.70
5 C -2.59 1.77 -0.06
6 C 0.46 -1.62 -2.26
7 O 1.16 -2.42 -2.69
8 C -0.21 1.88 -2.76
9 O 0.27 2.73 -3.36
10 C -1.84 -1.64 0.40
11 O -2.05 -2.40 1.23
12 C 2.60 0.05 2.28
13 C 1.24 -0.36 1.75
14 O 0.92 0.72 0.83
15 H 3.32 0.14 1.46
16 H 3.03 -0.65 2.99
17 H 2.55 1.04 2.73
18 H 1.24 -1.32 1.20
19 H 0.44 -0.45 2.49
20 H 1.45 1.49 1.15

For the HOMO energy, the calculation gives -22.7041 eV. As for the total energy: -910.55190 Eh. The net charge is +3.

Record 3
C7H6MnN2O3 as an isolated structure in a non-equilibrium geometry. Source: OMol25; level of theory: wB97M-V/def2-TZVPD.

Cartesian coordinates (Å):
1 O -0.21 2.05 -4.72
2 C -0.18 1.60 -3.67
3 Mn -1.44 1.15 -1.05
4 C -2.88 0.36 -1.52
5 C -1.68 2.77 -0.53
6 O -3.86 -0.24 -1.70
7 O -1.84 3.81 -0.04
8 C 2.49 -1.76 1.24
9 N 1.22 -1.04 1.04
10 C 0.18 -0.91 2.01
11 C -0.80 -0.19 1.45
12 N -0.31 0.13 0.07
13 C 0.86 -0.40 -0.08
14 H 3.07 -1.34 2.07
15 H 2.33 -2.83 1.46
16 H 3.07 -1.68 0.33
17 H 0.24 -1.32 2.93
18 H -1.71 0.16 1.70
19 H 1.43 -0.32 -0.98

For the HOMO energy (alpha / beta), the calculation gives -16.9638 / -16.3697 eV. As for the multiplicity: 6. As for the total energy: -1755.73844 Eh. For the energy above the lowest of the compared OMol25 structures with the same formula, charge and spin, the calculation gives 0.000 eV. As for the expectation value of S²: 8.82. The net charge is +2.

Record 4
C7H6N2O3PtS as an isolated structure in a non-equilibrium geometry. Source: OMol25; level of theory: wB97M-V/def2-TZVPD.

Cartesian coordinates (Å):
1 O 0.08 3.18 -3.79
2 C 0.07 2.09 -3.40
3 Pt 0.08 0.31 -2.53
4 C 1.81 -0.30 -3.08
5 C -1.64 -0.32 -3.08
6 O 2.82 -0.75 -3.42
7 O -2.65 -0.76 -3.43
8 C -0.32 -2.02 2.31
9 N -0.11 -0.62 1.93
10 C -0.07 0.48 2.77
11 C 0.15 1.57 1.98
12 N 0.24 1.11 0.68
13 C 0.08 -0.24 0.64
14 S 0.12 -1.30 -0.70
15 H -1.21 -2.41 1.80
16 H 0.54 -2.62 2.02
17 H -0.46 -2.06 3.39
18 H -0.20 0.39 3.83
19 H 0.26 2.61 2.22
20 H 0.40 1.66 -0.16

For the HOMO energy (alpha / beta), the calculation gives -16.0689 / -17.9309 eV. As for the multiplicity: 3. As for the total energy: -1122.42820 Eh. As for the expectation value of S²: 2.03. The net charge is +2.

Record 5
One molecule with the formula C7H6N2OS in a non-equilibrium geometry. Source: OMol25; level of theory: wB97M-V/def2-TZVPD.

Cartesian coordinates (Å):
1 C -2.10 -0.69 0.42
2 C -0.95 -1.32 0.46
3 C -2.29 0.76 0.38
4 C 2.25 -0.83 -0.92
5 C 0.40 -0.87 0.32
6 C 0.96 0.26 0.84
7 C -0.60 2.09 -0.79
8 N -1.51 1.46 -0.36
9 N 1.19 -1.49 -0.69
10 O 3.66 0.48 0.77
11 S 2.46 0.77 -0.04
12 H -2.87 -1.37 0.40
13 H -0.92 -2.47 0.42
14 H -3.27 1.21 0.50
15 H 3.12 -1.08 -1.55
16 H 0.50 0.77 1.54
17 H -0.02 2.33 -1.70

For the HOMO energy, the calculation gives -8.0295 eV. As for the total energy: -853.05730 Eh. For the energy above the lowest of the compared OMol25 structures with the same formula, charge and spin, the calculation gives 5.536 eV.

Record 6
An isolated ion of composition C7H6N3O2 and charge -1 in a non-equilibrium geometry. Source: OMol25; level of theory: wB97M-V/def2-TZVPD.

Cartesian coordinates (Å):
1 N 1.84 -2.56 1.48
2 C 1.34 -1.81 0.75
3 C 0.83 -0.92 -0.31
4 C 0.10 -1.71 -1.34
5 C -0.09 -1.29 -2.65
6 N -0.30 -1.12 -3.79
7 H 1.68 -0.46 -0.86
8 H 0.14 -2.77 -1.16
9 C -1.05 0.38 1.05
10 C -1.16 1.91 1.17
11 O 0.08 2.48 0.66
12 C 0.78 1.51 0.02
13 O 1.79 1.67 -0.63
14 N 0.15 0.26 0.25
15 H -0.94 -0.05 2.06
16 H -1.92 -0.07 0.54
17 H -2.00 2.28 0.56
18 H -1.28 2.26 2.21

For the HOMO energy, the calculation gives -2.8023 eV. As for the total energy: -585.11007 Eh. For the energy above the lowest of the compared OMol25 structures with the same formula, charge and spin, the calculation gives 0.000 eV. The net charge is -1.

Record 7
One molecule with the formula C7H6N6O in a non-equilibrium geometry. Source: OMol25; level of theory: wB97M-V/def2-TZVPD.

Cartesian coordinates (Å):
1 C -0.59 -3.45 1.40
2 C -0.50 -2.06 0.85
3 N 0.71 -1.38 0.55
4 C 0.27 -0.25 0.15
5 C 0.97 0.90 -0.42
6 C 2.38 1.06 -0.67
7 N 2.60 2.24 -1.24
8 N 1.38 2.83 -1.33
9 C 0.35 2.04 -0.84
10 N -1.03 2.02 -0.70
11 C -1.74 0.96 -0.15
12 O -2.93 1.11 -0.20
13 N -1.07 -0.18 0.26
14 N -1.58 -1.38 0.71
15 H 0.41 -3.89 1.48
16 H -1.05 -3.37 2.38
17 H -1.25 -4.06 0.79
18 H 3.12 0.33 -0.35
19 H 1.19 3.68 -1.86
20 H -1.62 2.84 -0.82

For the HOMO energy, the calculation gives -9.0171 eV. As for the total energy: -674.12829 Eh. For the energy above the lowest of the compared OMol25 structures with the same formula, charge and spin, the calculation gives 0.000 eV.

Record 8
C7H6NO5S as an isolated structure in a non-equilibrium geometry. Source: OMol25; level of theory: wB97M-V/def2-TZVPD.

Cartesian coordinates (Å):
1 C -1.88 -1.15 0.68
2 C 1.43 -0.49 -0.41
3 C 3.76 0.50 0.11
4 C -0.85 -1.36 -0.50
5 C -2.89 -0.19 0.41
6 C 2.36 0.66 0.02
7 C -0.43 1.10 -0.51
8 N 0.12 -0.25 -0.44
9 O 4.87 0.47 -0.33
10 O -1.77 -1.84 1.67
11 O 1.89 -1.65 -0.58
12 O 3.13 0.16 1.20
13 O -1.80 2.96 0.29
14 S -1.38 1.60 0.72
15 H -0.34 -2.21 -0.31
16 H -1.35 -1.32 -1.51
17 H -3.19 -0.04 -0.70
18 H -3.68 -0.31 1.07
19 H 1.79 1.62 0.25
20 H 0.21 1.73 -1.12

For the HOMO energy (alpha / beta), the calculation gives -3.6484 / -3.6478 eV. As for the total energy: -1099.39742 Eh. For the energy above the lowest of the compared OMol25 structures with the same formula, charge and spin, the calculation gives 1.840 eV. The net charge is -1.

Record 9
C7H6NO6Pt as an isolated structure in a non-equilibrium geometry. Source: OMol25; level of theory: wB97M-V/def2-TZVPD.

Cartesian coordinates (Å):
1 O 0.40 3.03 -4.16
2 C 0.44 2.38 -3.24
3 Pt 0.38 0.47 -1.27
4 O 0.50 2.98 0.69
5 C 0.43 2.11 -0.13
6 C 0.25 -1.64 -1.77
7 O 0.21 -2.75 -2.16
8 C 2.44 0.46 -1.16
9 O 3.50 0.26 -1.01
10 C -1.59 0.57 -1.37
11 O -2.70 0.42 -1.35
12 H 0.61 0.49 -2.73
13 C -1.27 -0.13 2.18
14 C -0.16 -1.02 1.75
15 N 0.16 -2.09 2.53
16 O 0.54 -0.88 0.70
17 H -1.67 -0.47 3.15
18 H -2.08 -0.13 1.46
19 H -0.92 0.89 2.30
20 H 0.91 -2.66 2.22
21 H -0.37 -2.27 3.39

For the HOMO energy (alpha / beta), the calculation gives -18.9185 / -25.1164 eV. As for the multiplicity: 5. As for the total energy: -894.31747 Eh. As for the expectation value of S²: 6.05. The net charge is +3.

Record 10
One molecule with the formula C7H6O in a non-equilibrium geometry. Source: OMol25; level of theory: wB97M-V/def2-TZVPD.

Cartesian coordinates (Å):
1 C 0.73 2.34 -0.61
2 C 0.33 1.19 -0.16
3 C 0.15 -0.13 0.55
4 O 0.74 0.18 1.86
5 C 1.12 -1.10 0.01
6 C 2.22 -1.45 -0.83
7 C -1.18 -0.89 0.21
8 C -2.06 -0.46 -0.56
9 H 0.69 3.27 -0.91
10 H 0.33 0.93 2.37
11 H 3.08 -1.89 -1.30
12 H -1.39 -1.57 1.12
13 H -3.16 -0.86 -0.55
14 H -1.62 0.43 -1.20

For the HOMO energy, the calculation gives -9.3050 eV. As for the total energy: -345.23432 Eh. For the energy above the lowest of the compared OMol25 structures with the same formula, charge and spin, the calculation gives 7.916 eV.

Record 11
C7H6O3S as an isolated structure in a non-equilibrium geometry. Source: OMol25; level of theory: wB97M-V/def2-TZVPD.

Cartesian coordinates (Å):
1 C -2.06 -1.33 -0.43
2 C -1.70 -0.56 -1.51
3 C -1.31 -1.30 0.71
4 C -0.61 0.25 -1.51
5 C -0.23 -0.43 0.80
6 C 0.14 0.34 -0.27
7 C 1.30 1.19 -0.13
8 O 3.73 1.43 0.76
9 O 2.52 -0.60 1.43
10 O 1.48 1.66 1.65
11 S 2.50 0.73 0.99
12 H -3.09 -1.70 -0.49
13 H -2.35 -0.39 -2.30
14 H -1.80 -1.87 1.63
15 H -0.28 0.86 -2.37
16 H 0.49 -0.48 1.59
17 H 1.27 2.20 -0.55

For the HOMO energy, the calculation gives -9.9982 eV. As for the total energy: -894.13318 Eh. For the energy above the lowest of the compared OMol25 structures with the same formula, charge and spin, the calculation gives 2.312 eV.

Record 12
One molecule with the formula C7H6O4 in a non-equilibrium geometry. Source: OMol25; level of theory: wB97M-V/def2-TZVPD.

Cartesian coordinates (Å):
1 O 2.46 1.54 1.33
2 C 2.19 0.48 0.74
3 O 3.26 -0.37 0.64
4 C 0.79 0.25 0.30
5 C -0.24 1.08 0.81
6 C -1.46 0.70 0.35
7 O -2.58 1.30 0.91
8 C -1.73 -0.16 -0.72
9 C -0.64 -0.98 -1.09
10 O -0.65 -2.07 -1.93
11 C 0.58 -0.66 -0.65
12 H 3.01 -1.23 0.28
13 H 0.03 1.89 1.49
14 H -2.24 1.88 1.66
15 H -2.79 -0.37 -1.03
16 H -1.50 -2.21 -2.30
17 H 1.53 -1.07 -0.78

For the HOMO energy, the calculation gives -9.1764 eV. As for the total energy: -571.27821 Eh. For the energy above the lowest of the compared OMol25 structures with the same formula, charge and spin, the calculation gives 1.192 eV.